# 1
Here is a 10-piece molecular cluster, C16H26Cl8N6 overall from the OMol25 dataset. Energies are from ωB97M-V/def2-TZVPD.

```
! RIJCOSX wB97M-V def2-TZVPD def2/J DEFGRID3
* xyz 0 1
Cl 0.2759 7.2230 -1.7515
C -0.3202 5.7157 -1.0696
Cl 0.3633 4.2328 -1.8517
H -0.0337 5.7462 -0.0312
H -1.3793 5.8191 -1.2868
Cl 2.0835 -1.6062 4.9744
C 1.4081 -0.1485 4.0702
Cl 2.6412 0.9456 3.3939
H 0.7408 -0.6359 3.3524
H 0.8041 0.4312 4.8182
Cl -3.6871 2.9350 -0.6868
C -4.2802 1.3068 -1.0829
Cl -4.6977 1.2499 -2.7746
H -3.5042 0.6056 -0.9740
H -5.1261 0.9658 -0.4520
Cl -1.0310 5.2780 3.1336
C -0.2019 3.6319 3.3607
Cl -1.3049 2.6261 4.2368
H 0.0044 3.2396 2.3740
H 0.6896 3.7297 3.9938
C 3.9648 1.8269 -1.9582
C 3.4995 0.5421 -1.3741
N 3.1999 -0.4631 -0.8798
H 4.9179 1.6664 -2.4754
H 3.9242 2.5944 -1.2599
H 3.2511 2.1093 -2.8059
C 3.1634 -1.8052 -4.0337
C 2.3392 -0.6078 -4.4942
N 1.7707 0.3056 -4.8966
H 3.9091 -2.0017 -4.8078
H 2.4598 -2.6133 -3.7615
H 3.5878 -1.4960 -3.0793
C -0.4327 0.0536 -1.4305
C -0.4013 0.6050 -0.0472
N -0.3952 1.0488 1.0062
H -1.3004 -0.6404 -1.6286
H 0.5388 -0.4773 -1.5122
H -0.4215 0.9133 -2.1420
C -2.8504 -4.2909 0.4716
C -3.1337 -2.8943 0.3318
N -3.4118 -1.7949 0.1508
H -3.7534 -4.8786 0.4388
H -2.3378 -4.5083 1.4638
H -2.2348 -4.6745 -0.3780
C -1.9535 -1.0280 3.1762
C -1.0354 -2.0439 2.6644
N -0.2905 -2.8387 2.2846
H -2.8825 -1.0102 2.5834
H -1.5278 -0.0376 3.1559
H -2.2140 -1.2590 4.2042
C 1.1835 -3.6762 -0.3729
C 0.9244 -4.4401 -1.5942
N 0.7176 -5.0533 -2.5493
H 1.5293 -2.6757 -0.6232
H 1.9372 -4.2122 0.2025
H 0.3140 -3.5357 0.2236
*
```

highest occupied orbital energy: -10.9 eV
structure (SMILES): ClCCl.ClCCl.ClCCl.ClCCl.CC#N.CC#N.CC#N.CC#N.CC#N.CC#N
E_tot: -4635.2561 Ha
ΔE to the lowest compared entry with this formula, charge and spin: 0.0 kJ/mol
HOMO-LUMO gap: 11.22 eV

# 2
Here is C26H30DyN3O4 as an isolated structure from the OMol25 dataset. Energies are from ωB97M-V/def2-TZVPD.

```
! RIJCOSX wB97M-V def2-TZVPD def2/J DEFGRID3
* xyz 2 6
Dy -0.6335 0.3699 -0.3800
O 2.2364 7.3600 -0.0671
N 3.0808 6.5044 -0.0290
O 4.2659 6.6840 0.0114
C 2.6473 5.0850 -0.0409
C 3.6467 4.1640 -0.0307
C 3.3750 2.7730 -0.0533
C 4.4041 1.8170 -0.0098
C 4.0709 0.4832 -0.0255
C 2.7234 0.1213 -0.1038
N 1.7300 1.0056 -0.1656
C 2.0372 2.3272 -0.1272
C 0.9682 3.3000 -0.1595
N -0.3052 2.8308 -0.2628
C -1.2984 3.7144 -0.2791
C -1.1052 5.0868 -0.1537
C 0.1745 5.5804 -0.0502
C 1.2656 4.6882 -0.0825
H 4.6759 4.4960 -0.0031
H 5.4319 2.1432 0.0396
H 4.8333 -0.2784 0.0171
H 2.4368 -0.9291 -0.1133
H -2.3025 3.3230 -0.4034
H -1.9540 5.7522 -0.1417
H 0.3449 6.6420 0.0443
C -3.7806 -1.3389 0.2834
C -4.0280 -0.0264 -0.4439
O -3.0178 0.9571 -0.0669
H -4.4908 -2.0890 -0.0537
H -3.9185 -1.2186 1.3573
H -2.7642 -1.7118 0.0902
H -5.0196 0.3721 -0.2163
H -3.9524 -0.1503 -1.5308
H -3.3766 1.4180 0.7101
C 1.0068 -1.7953 2.7045
C -0.1740 -2.7716 2.6373
C -1.4548 -2.0256 3.0330
C -0.3393 -3.4490 1.2913
C -0.5112 -4.8226 1.2066
C -0.7467 -5.4406 -0.0103
C -0.7491 -4.6944 -1.1761
C -0.5383 -3.3240 -1.1514
C -0.4981 -2.5524 -2.4611
C 0.7958 -1.7520 -2.6469
C -1.7099 -1.6346 -2.6612
C -0.3601 -2.6967 0.0997
O -0.2218 -1.3684 0.1651
H 1.2443 -1.5887 3.7445
H 0.7605 -0.8348 2.2217
H 1.8872 -2.2134 2.2257
H 0.0001 -3.5628 3.3742
H -1.6084 -1.1607 2.3620
H -1.3530 -1.6529 4.0506
H -2.3251 -2.6777 2.9888
H -0.4659 -5.4136 2.1083
H -0.9312 -6.5022 -0.0518
H -0.9145 -5.1854 -2.1224
H -0.5327 -3.2992 -3.2619
H 0.7836 -0.8116 -2.0407
H 0.9178 -1.4781 -3.6941
H 1.6567 -2.3507 -2.3553
H -1.6759 -0.7469 -1.9616
H -2.6320 -2.1897 -2.4961
H -1.7137 -1.2590 -3.6849
*
```

highest occupied orbital energy (spin up / spin down): -13.8 / -13.8 eV
⟨S²⟩: 9.3654
E_tot: -2358.5048 Ha
ΔE to the lowest compared entry with this formula, charge and spin: 26.9 kJ/mol
HOMO-LUMO gap (spin up / spin down): 6.88 / 6.94 eV

# 3
Here is one molecule with the formula C2H5N3S3 from the OMol25 dataset. Energies are from ωB97M-V/def2-TZVPD.

```
! RIJCOSX wB97M-V def2-TZVPD def2/J DEFGRID3
* xyz 0 1
C 0.8827 -0.7945 0.3972
C -0.2121 -1.5095 -0.5944
N 0.6174 0.6100 0.5544
N -1.3256 -1.4379 0.2420
N 1.1618 1.3434 -0.3381
S -2.3252 -0.3244 0.5717
S 0.6881 2.9352 -0.3831
S -2.1852 1.4071 -0.1830
H 1.0763 -1.1686 1.4754
H 1.9346 -0.8656 -0.2284
H -0.1787 -0.8197 -1.4169
H -0.1737 -2.5598 -0.9285
H 0.0397 3.1844 0.8317
*
```

highest occupied orbital energy: -9.1 eV
E_tot: -1437.8969 Ha
ΔE to the lowest compared entry with this formula, charge and spin: 385.3 kJ/mol
HOMO-LUMO gap: 8.17 eV

# 4
Here is C2H4BiF3O2S as an isolated structure from the OMol25 dataset. Energies are from ωB97M-V/def2-TZVPD.

```
! RIJCOSX wB97M-V def2-TZVPD def2/J DEFGRID3
* xyz 2 1
C 4.9692 2.2214 -0.7884
H 5.6189 2.9010 -0.2250
H 5.5258 2.1892 -1.7435
H 3.9915 2.7078 -0.6167
Bi 5.9333 0.4030 1.7976
H 4.6714 1.0516 -0.6885
S 4.5758 -1.9361 1.4028
O 4.7157 -0.7701 0.3778
O 5.2479 -1.3249 2.6544
C 2.7572 -1.7718 1.8677
F 2.0532 -2.5911 1.1041
F 2.6161 -2.1182 3.1369
F 2.3362 -0.5339 1.6968
*
```

highest occupied orbital energy: -19.9 eV
E_tot: -1140.6343 Ha
ΔE to the lowest compared entry with this formula, charge and spin: 0.0 kJ/mol
HOMO-LUMO gap: 6.87 eV

# 5
Here is a 2-piece molecular cluster, C5H12O overall from the OMol25 dataset. Energies are from ωB97M-V/def2-TZVPD.

```
! RIJCOSX wB97M-V def2-TZVPD def2/J DEFGRID3
* xyz 0 1
C 1.2068 -1.3610 -2.0306
C 0.2929 -0.9628 -0.8745
C 1.0453 -0.1971 0.2104
C -1.0961 2.1958 0.7251
O -1.2505 1.6305 1.8775
C -1.6973 0.4438 2.1565
H 1.6342 -0.4748 -2.5149
H 0.6764 -1.9406 -2.7941
H 2.0419 -1.9710 -1.6650
H -0.1646 -1.8612 -0.4397
H -0.5375 -0.3516 -1.2561
H 1.9114 -0.7747 0.5548
H 1.4136 0.7627 -0.1683
H -0.6606 3.1819 0.7467
H -1.3900 1.6640 -0.1738
H -1.7606 0.2108 3.2072
H 0.4094 -0.0116 1.0838
H -2.0748 -0.1832 1.3550
*
```

highest occupied orbital energy (spin up / spin down): -7.5 / -7.5 eV
E_tot: -272.8022 Ha
ΔE to the lowest compared entry with this formula, charge and spin: 384.4 kJ/mol
HOMO-LUMO gap (spin up / spin down): 8.34 / 8.28 eV

# 6
Here is C6H11N as an isolated structure from the OMol25 dataset. Energies are from ωB97M-V/def2-TZVPD.

```
! RIJCOSX wB97M-V def2-TZVPD def2/J DEFGRID3
* xyz 0 1
C 1.8747 -0.9200 -0.4306
C 0.9955 0.3348 -0.5570
C -0.5351 0.2383 -0.3121
C -1.3222 1.6193 -0.1670
C -1.3031 0.6134 0.8741
C -1.3818 0.3584 2.1608
H 0.6695 -3.0032 -0.6873
H 1.6537 -2.0096 -2.2556
H 2.8637 -0.4553 -0.7233
H 1.7406 -1.2886 0.4971
H 1.1565 1.1951 0.1331
H 1.0613 0.6652 -1.5350
H -0.8427 -0.4510 -1.0076
H -0.7745 2.6816 -0.2829
H -2.4682 1.7561 -0.4282
H -1.8702 1.2060 2.8010
H -1.3103 -0.7030 2.8077
N 1.1647 -1.8655 -1.2468
*
```

highest occupied orbital energy: -8.8 eV
E_tot: -289.7344 Ha
ΔE to the lowest compared entry with this formula, charge and spin: 623.1 kJ/mol
HOMO-LUMO gap: 9.48 eV

# 7
Here is a 2-piece molecular cluster, CH3ClIN overall from the OMol25 dataset. Energies are from ωB97M-V/def2-TZVPD.

```
! RIJCOSX wB97M-V def2-TZVPD def2/J DEFGRID3
* xyz 0 1
H 1.3892 -1.5066 -0.5839
N 1.8456 -0.6888 -0.8703
C 1.5929 0.4163 -0.3868
Cl 0.3609 0.7210 0.8644
H 2.2229 1.2743 -0.4958
I -3.5877 0.3035 0.0283
H -3.8238 -0.5198 1.4441
*
```

highest occupied orbital energy: -10.0 eV
structure (SMILES): [H]/N=C\Cl.I
E_tot: -852.5124 Ha
ΔE to the lowest compared entry with this formula, charge and spin: 18.4 kJ/mol
HOMO-LUMO gap: 10.46 eV

# 8
Here is one molecule with the formula C4H7NO2 from the OMol25 dataset. Energies are from ωB97M-V/def2-TZVPD.

```
! RIJCOSX wB97M-V def2-TZVPD def2/J DEFGRID3
* xyz 0 1
C 1.1264 0.4832 1.0504
C 0.0328 -0.2923 0.3210
C -1.2438 -0.3613 1.1515
O -1.2805 -0.1572 2.3378
C -0.3105 0.3652 -1.0112
N -0.0715 -0.3767 -2.1270
O -0.7962 1.4816 -1.0521
H 0.8345 1.5336 1.1326
H 1.2628 0.0820 2.0572
H 2.0746 0.4252 0.5071
H 0.3469 -1.3354 0.1613
H -2.1597 -0.6454 0.5920
H 0.4161 -1.2561 -2.0951
H -0.2319 0.0536 -3.0254
*
```

highest occupied orbital energy: -10.0 eV
structure (SMILES): C[C@@H](C=O)C(N)=O
E_tot: -361.8635 Ha
ΔE to the lowest compared entry with this formula, charge and spin: 45.6 kJ/mol
HOMO-LUMO gap: 10.69 eV

# 9
Here is a 2-piece molecular cluster, C2H4ClN overall from the OMol25 dataset. Energies are from ωB97M-V/def2-TZVPD.

```
! RIJCOSX wB97M-V def2-TZVPD def2/J DEFGRID3
* xyz 0 1
C -0.9926 -1.4923 -0.0788
C 0.2682 0.4890 0.0039
N -0.0098 -0.8518 0.0753
Cl -2.9166 0.3109 0.0317
H -1.6250 -2.4201 -0.1091
H 0.8960 0.8879 0.8481
H -0.7122 1.0642 -0.2052
H 0.7744 0.7912 -0.8697
*
```

highest occupied orbital energy: -9.2 eV
E_tot: -593.4585 Ha
ΔE to the lowest compared entry with this formula, charge and spin: 217.1 kJ/mol
HOMO-LUMO gap: 8.60 eV

# 10
Here is C16H29AlBeBrCl3F7N2O7S as an isolated structure from the OMol25 dataset. Energies are from ωB97M-V/def2-TZVPD.

```
! RIJCOSX wB97M-V def2-TZVPD def2/J DEFGRID3
* xyz 1 1
N 3.3951 2.5130 1.7543
C 1.9622 2.6223 1.3138
C 1.7533 1.5492 0.2356
C 0.3871 1.6045 -0.4717
C -0.8291 1.2846 0.4735
C -1.9292 2.3119 0.0757
C -3.3349 1.9855 0.6428
C -3.5977 2.6200 2.0248
F -4.9715 2.8400 2.1182
C -1.2616 -0.1687 0.1666
O -1.9600 -0.7416 1.2941
S -1.1976 -0.0705 2.5830
O -0.1840 -1.0183 2.8926
O -2.0236 0.1957 3.7075
O -0.6105 1.2626 1.8823
H 3.5719 1.4759 1.8648
H 3.5012 2.9219 2.6841
H 1.8602 3.6526 0.9612
H 1.3546 2.4645 2.2129
H 1.9680 0.5422 0.6278
H 2.5236 1.7261 -0.5329
H 0.2424 2.5331 -1.0350
H 0.4358 0.7836 -1.2790
H -1.9773 2.3650 -1.0180
H -1.5815 3.2951 0.4270
H -3.5424 0.9061 0.7454
H -4.1010 2.4274 -0.0523
H -3.2989 1.9487 2.8392
H -3.0736 3.5762 2.1361
H -0.4308 -0.8693 -0.0022
H -1.8380 -0.2513 -0.7619
Al -5.0383 1.6700 -1.4742
Br -0.8692 0.8730 -2.9945
F 0.4255 -0.6555 -2.3891
F 3.5978 4.6426 1.6750
Be 3.9327 2.0344 3.9165
C 2.4810 -0.1492 6.4353
O 3.4893 0.2545 6.9892
N 1.4775 -0.8128 7.0320
C 0.3337 -1.2456 6.3004
C 1.5694 -1.0974 8.4510
H 2.3096 0.0069 5.3559
H -0.5677 -0.7920 6.7346
H 0.2688 -2.3524 6.3667
H 0.4118 -0.9640 5.2563
H 1.6560 -0.1608 9.0046
H 2.4607 -1.6960 8.6404
H 0.6876 -1.6388 8.7796
C 0.1224 -4.3277 -6.9807
C -0.0516 -2.9475 -7.5764
O -1.3991 -2.4625 -7.3671
C -1.6223 -1.9423 -6.1781
O -0.8152 -1.8403 -5.2978
C -3.0643 -1.4260 -6.0858
F -3.9450 -2.3014 -6.5667
F -3.2137 -0.2874 -6.7777
F -3.4179 -1.1643 -4.8143
H -0.6277 -5.0124 -7.3782
H 1.1132 -4.7200 -7.2073
H -0.0013 -4.3085 -5.8974
H 0.0987 -2.9911 -8.6537
H 0.6703 -2.2420 -7.1748
C 2.8459 -1.0070 -5.1427
Cl 2.5891 -2.5592 -5.9412
Cl 4.4371 -0.9455 -4.3858
Cl 2.6494 0.3224 -6.2908
H 2.0958 -0.9012 -4.3680
F 1.6980 -3.1405 5.4944
*
```

highest occupied orbital energy: -9.6 eV
E_tot: -6571.3994 Ha
HOMO-LUMO gap: 2.31 eV

# 11
Here is an isolated ion of composition C6H16N5 and charge +1 from the OMol25 dataset. Energies are from ωB97M-V/def2-TZVPD.

```
! RIJCOSX wB97M-V def2-TZVPD def2/J DEFGRID3
* xyz 1 1
C 3.4220 0.3266 -0.0668
N 2.3555 -0.5902 -0.4304
C 1.1333 -0.4956 0.1003
N 0.2811 -1.6255 0.1077
C -1.0598 -1.6090 0.0464
N -1.6018 -2.8785 -0.0719
N -1.7965 -0.4720 0.0285
C -1.1164 0.8456 -0.1044
C -1.0052 1.3030 1.4112
C -1.6834 1.8833 -1.0916
N 0.1821 0.6958 -0.6360
H 4.3369 -0.1044 0.4562
H 3.6922 0.8749 -0.8914
H 2.9867 1.0611 0.7326
H 2.5484 -0.8131 -1.3976
H 1.0496 0.0701 1.1224
H 0.7063 -2.5100 0.2993
H -2.5268 -2.9700 0.2473
H -1.0434 -3.6794 0.1492
H -2.7579 -0.3519 0.1907
H -0.2836 2.0457 1.7347
H -0.7949 0.4608 1.9909
H -1.8372 1.8370 1.6431
H -1.4202 1.5144 -2.0476
H -1.3750 2.9483 -0.9293
H -2.7240 1.8371 -1.0029
H 0.3321 0.3958 -1.5908
*
```

highest occupied orbital energy: -12.5 eV
structure (SMILES): CN[C@@H]1NC(=[NH2+])NC(C)(C)N1
E_tot: -511.7129 Ha
ΔE to the lowest compared entry with this formula, charge and spin: 181.6 kJ/mol
HOMO-LUMO gap: 9.75 eV

# 12
Here is an isolated ion of composition C4H3BrNO2 and charge -1 from the OMol25 dataset. Energies are from ωB97M-V/def2-TZVPD.

```
! RIJCOSX wB97M-V def2-TZVPD def2/J DEFGRID3
* xyz -1 1
C -2.1354 -0.8110 0.5283
C -1.0647 -0.3896 0.1924
C 0.1997 0.1353 -0.2939
N 0.5615 1.3797 0.4079
Br -0.0348 0.5536 -2.2158
C 1.3663 -0.9272 -0.0798
O 1.2840 -1.4624 1.0380
O 2.1875 -1.0510 -0.9918
H -3.0945 -1.2035 0.7518
H -0.1325 1.5674 1.1197
H 0.5536 2.1406 -0.2570
*
```

highest occupied orbital energy: -4.5 eV
structure (SMILES): C#C[C@](N)(Br)C(=O)[O-]
E_tot: -2933.4744 Ha
ΔE to the lowest compared entry with this formula, charge and spin: 0.5 kJ/mol
HOMO-LUMO gap: 7.88 eV